The following is a quantum chemistry calculation of a structure of composition C43H50B2CdF4N11O2S4 at a distorted geometry, from the Open Molecules 2025 dataset.

Output
Electronic energy = -4631.442236 Eh
Maximum force = 1.1 eV/A
E_LUMO = 1.52 eV
Energy relative to the best compared isomer or geometry (same formula, charge and spin) = 23.98 kcal per mole
Molar mass = 1091.24 g/mol
HOMO = -0.19596 Eh

```
! wB97M-V def2-TZVPD RIJCOSX def2/J DEFGRID3
* xyz -1 1
Cd 0.199 0.472 1.004
C 3.002 3.992 -2.156
C 1.765 3.366 -2.706
C 0.750 4.106 -3.206
C -0.440 3.460 -3.639
N -0.596 2.192 -3.478
N 0.383 1.423 -2.957
B -0.184 0.036 -2.705
N 0.791 -1.131 -2.847
N 1.161 -1.143 -4.134
C 2.087 -1.942 -4.553
C 2.637 -2.912 -3.676
C 2.257 -2.936 -2.374
C 2.822 -3.919 -1.402
C 1.345 -1.929 -1.890
S 1.054 -1.808 -0.239
C 2.551 -1.771 -5.994
C 2.031 -2.939 -6.840
C 2.033 -0.446 -6.567
C 4.086 -1.739 -6.006
N -1.434 -0.233 -3.632
N -1.666 -0.261 -4.924
C -2.893 -0.533 -5.299
C -3.905 -0.856 -4.356
C -3.656 -0.827 -3.011
C -4.628 -1.190 -1.943
C -2.344 -0.433 -2.676
S -1.497 -0.182 -1.225
C -3.205 -0.485 -6.788
C -1.972 -0.062 -7.589
C -4.333 0.531 -7.017
C -3.653 -1.876 -7.257
C 1.634 1.922 -2.652
S 2.957 0.984 -2.269
C -1.555 4.210 -4.354
C -2.842 3.381 -4.363
C -1.833 5.541 -3.646
C -1.072 4.447 -5.793
H 3.014 5.065 -2.348
H 3.892 3.524 -2.572
H 3.027 3.816 -1.078
H 0.837 5.184 -3.239
H 3.369 -3.627 -4.031
H 3.413 -4.678 -1.914
H 2.019 -4.389 -0.833
H 3.451 -3.391 -0.683
H 0.939 -2.952 -6.829
H 2.391 -3.896 -6.455
H 2.365 -2.837 -7.874
H 0.947 -0.394 -6.523
H 2.364 -0.341 -7.603
H 2.426 0.388 -5.983
H 4.518 -2.711 -5.764
H 4.447 -1.009 -5.279
H 4.441 -1.444 -6.995
H -4.892 -1.136 -4.702
H -5.604 -1.436 -2.358
H -4.725 -0.378 -1.219
H -4.239 -2.037 -1.374
H -1.585 0.894 -7.235
H -2.234 0.027 -8.645
H -1.177 -0.799 -7.482
H -4.051 1.516 -6.642
H -5.254 0.230 -6.514
H -4.542 0.613 -8.085
H -2.866 -2.610 -7.074
H -3.867 -1.857 -8.327
H -4.553 -2.208 -6.736
H -3.185 3.228 -3.338
H -2.672 2.404 -4.812
H -3.617 3.908 -4.925
H -2.009 5.361 -2.583
H -2.723 6.008 -4.073
H -1.002 6.240 -3.749
H -0.894 3.490 -6.290
H -0.134 5.008 -5.797
H -1.814 5.008 -6.366
C -3.489 -6.227 5.889
C -3.232 -5.223 4.799
C -4.190 -4.272 4.462
C -3.944 -3.339 3.464
C -2.732 -3.356 2.797
C -1.775 -4.313 3.097
C -2.028 -5.237 4.095
S -2.433 -2.140 1.516
O -3.682 -1.426 1.361
O -1.988 -2.905 0.377
N -1.251 -1.160 1.974
C -0.941 -0.718 3.212
C -1.363 -1.218 4.468
C -0.819 -0.698 5.618
C 0.117 0.332 5.560
C 0.453 0.808 4.314
N -0.053 0.306 3.189
H -4.484 -6.097 6.314
H -2.761 -6.127 6.696
H -3.415 -7.245 5.502
H -5.136 -4.256 4.989
H -4.673 -2.587 3.191
H -0.841 -4.319 2.547
H -1.280 -5.983 4.339
H -2.095 -2.005 4.521
H -1.124 -1.100 6.576
H 0.561 0.748 6.452
H 1.154 1.625 4.189
N 2.140 1.292 1.254
C 3.215 1.310 1.685
C 4.483 1.367 2.223
C 5.642 1.439 1.419
N 6.608 1.501 0.791
C 4.629 1.350 3.629
N 4.757 1.337 4.777
F -1.647 2.097 1.089
B -1.109 3.158 0.291
F 0.052 2.549 -0.292
F -0.736 4.218 1.095
F -2.003 3.533 -0.703
*
```

The following is a quantum chemistry calculation of a structure of composition C43H50BiN7OP2S2SeTe at a distorted geometry, from the Open Molecules 2025 dataset.

Output
Electronic energy = -6490.159389 Eh
Maximum force = 5.6 eV/A
E_LUMO = 2.20 eV
Molar mass = 1222.54 g/mol
HOMO = -0.06188 Eh

```
! wB97M-V def2-TZVPD RIJCOSX def2/J DEFGRID3
* xyz -2 1
Bi 14.746 14.570 13.054
C 8.755 20.131 14.771
C 8.512 18.688 14.342
C 6.997 18.373 14.505
P 9.845 17.619 15.172
C 9.825 17.923 16.987
C 9.163 16.818 17.795
C 11.285 18.084 17.402
C 9.434 15.882 14.758
C 8.244 15.300 15.246
C 7.941 13.982 14.985
C 6.797 13.252 15.662
C 8.778 13.221 14.136
C 9.965 13.738 13.700
C 10.107 15.160 13.710
N 10.794 15.801 12.741
C 10.536 15.624 11.410
C 9.358 15.130 10.820
C 8.999 15.412 9.522
C 9.945 15.931 8.648
C 9.752 16.075 7.152
C 11.219 16.315 9.117
C 11.556 16.141 10.459
P 13.182 16.501 11.100
C 13.422 18.212 11.934
C 13.904 18.014 13.371
C 12.002 18.841 11.989
C 14.397 16.642 9.704
C 14.440 15.405 8.773
C 14.369 17.960 8.859
H 8.398 20.779 13.928
H 8.316 20.452 15.746
H 9.841 20.389 14.839
H 8.720 18.616 13.271
H 6.679 18.374 15.603
H 6.453 19.267 14.047
H 6.733 17.391 14.139
H 9.322 18.904 17.128
H 9.546 15.804 17.553
H 9.431 16.982 18.869
H 8.053 16.794 17.722
H 11.812 17.145 17.307
H 11.826 18.968 17.001
H 11.313 18.286 18.466
H 7.613 15.876 15.911
H 6.561 12.283 15.229
H 7.020 13.037 16.687
H 5.938 13.926 15.665
H 8.479 12.218 13.896
H 10.761 13.084 13.280
H 8.756 14.489 11.434
H 7.948 15.312 9.149
H 8.877 15.620 6.774
H 9.720 17.106 6.880
H 10.667 15.637 6.716
H 11.943 16.792 8.475
H 14.125 18.845 11.426
H 13.365 17.200 13.904
H 14.966 17.752 13.403
H 13.915 18.859 14.017
H 11.264 18.101 12.254
H 12.031 19.627 12.710
H 11.762 19.232 11.020
H 15.365 16.675 10.234
H 13.489 14.854 8.651
H 14.595 15.863 7.787
H 15.361 14.768 9.029
H 14.824 18.836 9.390
H 15.034 17.763 7.990
H 13.360 18.268 8.509
S 16.763 16.006 14.476
C 17.860 15.873 13.157
S 17.396 15.096 11.725
C 19.088 16.583 13.299
C 20.158 16.577 12.395
N 21.078 16.706 11.709
C 19.427 17.447 14.319
N 19.826 18.226 15.129
Se 15.904 6.617 11.799
N 16.798 7.923 12.751
C 16.014 9.007 12.771
C 16.333 10.226 13.516
C 17.439 10.375 14.397
C 17.730 11.599 14.995
C 16.917 12.672 14.647
N 15.922 12.582 13.712
C 15.697 11.388 13.072
C 14.553 11.391 12.095
N 13.836 12.555 11.859
C 12.940 12.541 10.907
C 12.512 11.385 10.256
C 13.092 10.156 10.611
C 14.064 10.153 11.552
C 14.808 8.942 11.840
N 14.618 7.784 11.206
H 18.066 9.512 14.672
H 18.682 11.710 15.538
H 17.115 13.700 15.037
H 12.588 13.505 10.585
H 11.670 11.474 9.574
H 12.825 9.252 10.097
C 11.413 10.625 15.427
O 12.295 11.182 14.488
H 11.900 9.859 16.030
H 10.622 10.208 14.771
H 11.041 11.443 16.047
H 12.959 11.746 14.899
Te 13.599 14.469 15.742
*
```